A 2-piece molecular cluster, C2H2N2 overall, computed with ωB97M-V/def2-TZVPD.

Geometry (Å):
C (0.3382, 0.8105, -0.4250)
C (0.2340, -0.0585, -1.2245)
H (0.1792, 1.3796, 0.4669)
H (0.4651, -0.7295, -2.0286)
N (-0.2093, -0.9477, 1.9126)
N (-1.0070, -0.4544, 1.2986)

Electronic energy: -5084.627 eV
Gap between HOMO and LUMO: 11.94 eV
Structure (SMILES): C#C.N#N
HOMO level: -0.393 hartree

=====

A single C2H2N2 molecule, computed with ωB97M-V/def2-TZVPD.

Geometry (Å):
C (-0.4723, 0.5077, 0.6602)
C (-0.4831, 0.5170, -0.6633)
N (1.3413, -1.5292, 1.5931)
N (0.6770, -0.6884, 1.1077)
H (-1.2170, 1.0087, -1.2872)
H (0.1541, 0.1841, -1.4106)

Electronic energy: -5082.090 eV
Gap between HOMO and LUMO: 9.56 eV
HOMO level: -0.355 hartree

=====

A 3-piece molecular cluster, C2H2N2O overall, computed with ωB97M-V/def2-TZVPD.

Geometry (Å):
C (1.4153, 3.0144, 2.6929)
C (1.5754, 2.7732, 0.2925)
N (1.5285, 3.0346, 3.8302)
N (1.2678, 3.0895, 1.4036)
O (1.7430, 2.5457, -0.8076)
H (-3.1459, -2.4964, -0.8772)
H (-2.2977, -2.7480, -1.0173)

Electronic energy: -7131.855 eV
Gap between HOMO and LUMO: 11.60 eV
HOMO level: -0.417 hartree

=====

A single C2H2N2O molecule, computed with ωB97M-V/def2-TZVPD.

Geometry (Å):
C (-0.4169, 0.7566, -0.0057)
C (-0.4748, -0.6270, -0.2232)
N (0.8345, -1.1789, 0.0038)
O (1.5931, -0.1272, 0.1875)
N (0.8521, 1.0976, 0.1050)
H (-1.2202, 1.5068, 0.0868)
H (-1.1679, -1.4278, -0.1541)

Electronic energy: -7130.647 eV
Gap between HOMO and LUMO: 10.99 eV
Structure (SMILES): c1cnon1
HOMO level: -0.394 hartree

=====

A single C2H2N2O molecule, computed with ωB97M-V/def2-TZVPD.

Geometry (Å):
N (1.8305, 0.7259, 1.5833)
C (1.0885, 0.0452, 1.0738)
N (-0.0499, -0.9334, 0.2155)
C (-0.7594, 0.0041, -0.5622)
O (0.2043, -0.7123, -1.1312)
H (-1.6859, -0.2340, -0.8178)
H (-0.6281, 1.1045, -0.3614)

Electronic energy: -7128.754 eV
Gap between HOMO and LUMO: 11.87 eV
Structure (SMILES): N#CN1CO1
HOMO level: -0.425 hartree

=====

A single C2H2N2O molecule, computed with ωB97M-V/def2-TZVPD.

Geometry (Å):
C (0.0482, 0.7953, -0.0465)
C (-0.6998, -0.3961, -0.0258)
N (0.1362, -1.2467, -0.0386)
O (1.3440, -0.8428, -0.0244)
N (1.2815, 0.5270, 0.0322)
H (-0.4197, 1.7693, -0.1122)
H (-1.6904, -0.6061, 0.2154)

Electronic energy: -7130.527 eV
Gap between HOMO and LUMO: 12.09 eV
Structure (SMILES): c1cnon1
HOMO level: -0.409 hartree

=====

A 2-piece molecular cluster, C2H2N2O overall, computed with ωB97M-V/def2-TZVPD.

Geometry (Å):
C (-1.6160, 0.3003, -0.1041)
C (-0.5254, 0.1731, 0.8465)
N (-2.4163, 0.2203, -0.9069)
N (2.5539, -0.5769, -1.4642)
O (0.1687, 1.0026, 1.3413)
H (-0.3177, -1.0086, 0.9424)
H (2.1528, -0.1108, -0.6549)

Electronic energy: -7127.950 eV
Gap between HOMO and LUMO (alpha / beta): 10.14 / 10.14 eV
HOMO level (alpha / beta): -0.427 / -0.427 hartree

=====

A 2-piece molecular cluster, C2H2N2O overall, computed with ωB97M-V/def2-TZVPD.

Geometry (Å):
C (-1.7124, -0.0588, 0.2545)
C (1.8060, 0.1826, -0.2811)
N (-0.9137, -0.7182, -0.2225)
N (0.8038, 0.4730, -0.8586)
O (2.5471, -0.4366, 0.3402)
H (-0.5833, -1.6607, -0.5387)
H (0.7556, 1.0953, -1.6080)

Electronic energy: -7131.535 eV
Gap between HOMO and LUMO: 11.23 eV
HOMO level: -0.392 hartree

=====

A single C2H2N2O2 molecule, computed with ωB97M-V/def2-TZVPD.

Geometry (Å):
C (-0.8877, -0.4246, -0.5085)
C (0.6202, 0.3774, -0.5748)
N (-1.2223, -0.6275, 0.6286)
N (0.9527, 0.3864, 0.6703)
O (0.9116, 0.5546, -1.7298)
O (-0.5920, -0.2438, 1.5783)
H (-1.2236, -0.9080, -1.4451)
H (1.4411, 0.8856, 1.3810)

Electronic energy: -9176.392 eV
Gap between HOMO and LUMO: 8.89 eV
HOMO level: -0.365 hartree

=====

A single C2H2N2O2 molecule, computed with ωB97M-V/def2-TZVPD.

Geometry (Å):
O (-0.6555, -1.9196, -0.1862)
C (-0.3150, -0.5875, -0.1170)
N (-1.4535, -0.0211, 0.0316)
O (-0.3392, 1.7979, 0.0463)
C (0.7841, 1.2487, -0.1095)
N (0.9114, -0.0770, -0.2060)
H (-0.6499, -2.2799, 0.7140)
H (1.7176, 1.8385, -0.1733)

Electronic energy: -9177.855 eV
Gap between HOMO and LUMO (alpha / beta): 8.76 / 8.76 eV
HOMO level (alpha / beta): -0.394 / -0.394 hartree

=====

A single C2H2N2O2 molecule, computed with ωB97M-V/def2-TZVPD.

Geometry (Å):
N (-1.9219, -0.5996, 2.3756)
C (-1.1371, -0.1227, 1.3678)
C (-0.2732, -0.5833, 0.1541)
O (0.3139, -1.6092, 0.0460)
N (0.1799, 0.5839, -0.5651)
O (1.1823, 0.3943, -1.6216)
H (-0.2802, 1.3756, -0.6255)
H (1.9363, 0.5609, -1.1313)

Electronic energy: -9176.296 eV
Gap between HOMO and LUMO: 10.14 eV
Structure (SMILES): N#CC(=O)NO
HOMO level: -0.410 hartree

=====

A single C2H2N2O2 molecule, computed with ωB97M-V/def2-TZVPD.

Geometry (Å):
O (-2.1967, -0.3896, -0.0455)
C (-0.9716, -0.3587, -0.0468)
N (-0.1805, 0.6854, 0.0286)
C (1.0816, 0.2319, -0.0855)
N (1.1603, -1.0221, 0.0030)
O (-0.1349, -1.5084, 0.0208)
H (-0.6765, 1.4832, 0.2237)
H (1.9182, 0.8783, -0.0983)

Electronic energy: -9180.125 eV
Gap between HOMO and LUMO: 10.62 eV
Structure (SMILES): O=c1[nH]cno1
HOMO level: -0.371 hartree

=====

A 2-piece molecular cluster, C2H2N2O2S overall, computed with ωB97M-V/def2-TZVPD.

Geometry (Å):
N (-0.5887, 1.3431, 0.9677)
C (-1.3325, 0.6256, 0.4672)
S (-2.4102, -0.3679, -0.2969)
O (-1.7367, -1.8376, 0.1227)
H (-0.7441, -1.8429, -0.1735)
N (1.9558, 1.1056, -0.6178)
C (1.6995, 0.0370, -0.0942)
O (1.5220, -1.0403, 0.2420)
H (1.6349, 1.9774, -0.6171)

Electronic energy: -20015.112 eV
Gap between HOMO and LUMO: 9.58 eV
Structure (SMILES): N#CSO.N=C=O
HOMO level: -0.369 hartree

=====

A 2-piece molecular cluster, C2H2N2O2S overall, computed with ωB97M-V/def2-TZVPD.

Geometry (Å):
C (-1.1824, 1.1611, 0.0239)
C (-0.7184, 0.0193, -0.5935)
N (-1.5794, 2.1057, 0.5511)
N (1.7917, -0.1469, -0.0239)
O (2.6489, 0.6207, -0.3172)
O (1.7240, -1.1434, 0.6274)
S (-0.8538, -1.5323, 0.1059)
H (-0.4176, 0.0528, -1.6263)
H (-1.4130, -1.1369, 1.2526)

Electronic energy: -20011.244 eV
Gap between HOMO and LUMO (alpha / beta): 8.78 / 6.94 eV
HOMO level (alpha / beta): -0.374 / -0.315 hartree

=====

A single C2H2N2O2S molecule, computed with ωB97M-V/def2-TZVPD.

Geometry (Å):
O (3.1915, -1.5124, 0.0215)
C (2.4153, -0.6618, -0.0277)
C (1.5065, 0.2681, -0.0740)
S (0.3039, 0.3444, 1.2177)
N (-0.8500, -0.8037, 0.6650)
N (-0.5014, -1.9953, 0.2487)
O (-1.4199, -2.7326, -0.0639)
H (1.4895, 1.0344, -0.8287)
H (-1.8425, -0.5434, 0.7359)

Electronic energy: -20013.076 eV
Gap between HOMO and LUMO: 9.60 eV
Structure (SMILES): O=C=CSNN=O
HOMO level: -0.350 hartree

=====

A single C2H2N2O2S molecule, computed with ωB97M-V/def2-TZVPD.

Geometry (Å):
O (1.8571, -0.4694, 0.4007)
C (0.6271, -0.0445, 0.1112)
N (0.2113, 1.1589, 0.2001)
N (-1.0680, 1.1950, -0.3121)
O (-1.4929, -0.1574, -0.5021)
C (-0.4266, -0.9627, -0.3411)
S (-0.4092, -2.5591, -0.5973)
H (2.3889, 0.2935, 0.6404)
H (-1.6878, 1.5457, 0.4003)

Electronic energy: -20014.261 eV
Gap between HOMO and LUMO: 8.67 eV
Structure (SMILES): Oc1n[nH]oc1=S
HOMO level: -0.334 hartree

=====

A single C2H2N2O3 molecule, computed with ωB97M-V/def2-TZVPD.

Geometry (Å):
O (0.8607, 1.8149, 0.0150)
C (0.1305, 0.8680, 0.0654)
C (-1.3483, 0.7152, -0.0901)
N (-1.6939, -0.5095, -0.0779)
O (-0.5774, -1.2885, 0.0762)
N (0.5148, -0.4529, 0.3137)
O (1.6455, -0.9073, -0.3031)
H (-2.0608, 1.5122, -0.2305)
H (2.1918, -1.2277, 0.4243)

Electronic energy: -11224.435 eV
Gap between HOMO and LUMO: 10.07 eV
Structure (SMILES): O=c1cnon1O
HOMO level: -0.373 hartree

=====

A 2-piece molecular cluster, C2H2N2O3 overall, computed with ωB97M-V/def2-TZVPD.

Geometry (Å):
C (-2.1842, -0.2425, -0.0260)
C (0.2594, 0.0438, -0.2957)
N (-1.0503, -0.4650, -0.3312)
N (2.3174, -0.4980, 0.5863)
O (-3.3232, -0.1789, 0.1647)
O (0.4047, 1.3027, 0.1960)
O (2.8768, -1.2656, -0.0878)
H (-0.0513, 1.3994, 1.0429)
H (0.7508, -0.0958, -1.2492)

Electronic energy: -11224.659 eV
Gap between HOMO and LUMO (alpha / beta): 7.89 / 8.23 eV
HOMO level (alpha / beta): -0.289 / -0.317 hartree

=====

A 2-piece molecular cluster, C2H2N2O3 overall, computed with ωB97M-V/def2-TZVPD.

Geometry (Å):
N (-1.6911, 1.8345, -0.3754)
C (-1.3420, 0.8134, 0.0158)
C (-1.1865, -0.4792, 0.5066)
O (-0.8217, -1.3760, -0.2241)
H (-1.7263, -0.7530, 1.5389)
O (2.4311, 0.8088, 0.7413)
N (1.5204, 0.2044, 0.1960)
O (1.8254, -0.3144, -0.9744)
H (0.9907, -0.7386, -1.4247)

Electronic energy: -11224.372 eV
Gap between HOMO and LUMO: 9.40 eV
Structure (SMILES): N#CC=O.O=NO
HOMO level: -0.389 hartree

=====

A single C2H2N2O3S molecule, computed with ωB97M-V/def2-TZVPD.

Geometry (Å):
O (-0.4355, -0.7599, 2.2659)
C (-0.2819, -0.4872, 1.1108)
N (0.1617, -1.2885, 0.0511)
C (0.2401, -0.4787, -0.9510)
S (0.7511, -0.8687, -2.5671)
O (-0.1186, 0.7896, -0.7784)
N (-0.6514, 0.8160, 0.5681)
O (-0.0129, 1.8238, 1.2447)
H (1.0040, -2.1223, -2.2809)
H (-0.6565, 2.5759, 1.3369)

Electronic energy: -22061.356 eV
Gap between HOMO and LUMO: 10.74 eV
Structure (SMILES): O=c1nc(S)on1O
HOMO level: -0.385 hartree

=====

The following F_max values (in hartree/bohr) correspond, in order, to the records above: 0.093 0.185 0.070 0.110 0.130 0.207 0.068 0.104 0.090 0.058 0.263 0.106 0.120 0.027 0.039 0.010 0.018 0.044 0.089 0.026.
The following M values (in g mol⁻¹) correspond, in order, to the records above: 54.1 54.1 70.1 70.1 70.1 70.1 70.1 70.1 86.1 86.0 86.0 86.0 118.1 118.1 118.1 118.1 102.0 102.0 102.0 134.1.